This record from the Open Molecules 2025 dataset describes 2 unconnected molecules or ions with the total composition C7H16ClP in a non-equilibrium geometry. The level of theory is ωB97M-V/def2-TZVPD.

Molar mass ... 166.6 g/mol
Max |F| ... 0.1165 Eh/bohr
Charge ... 0
LUMO energy ... 0.84 eV
HOMO ... -0.30494 Ha
Relative energy (zero: lowest compared OMol25 entry of this formula, charge and spin) ... 0.0000 eV

Atoms and positions in Å:
C: -2.4416 0.4295 -0.0428
C: -0.9825 -1.4660 1.2079
C: 0.5469 1.5884 1.3107
C: 0.3888 1.2254 -1.2716
C: 1.7780 -1.5921 -1.2043
C: -1.2252 -0.4678 0.1449
C: 0.6047 0.6934 0.0743
P: 1.7550 -0.6382 0.3723
Cl: 3.4208 0.4831 0.2199
H: -3.1662 -0.3058 -0.1996
H: -2.1635 1.1232 -0.8046
H: -2.5763 1.0951 0.8892
H: -1.8691 -2.2397 1.4288
H: -0.8988 -1.0019 2.2780
H: -0.2034 -2.1877 1.0791
H: 1.3948 2.1274 1.2335
H: -0.3539 2.2873 1.4641
H: 0.5268 1.0190 2.1509
H: 1.4360 1.3089 -1.7767
H: -0.0547 2.3151 -1.3302
H: -0.1709 0.6120 -1.8439
H: 0.8523 -1.9764 -1.4481
H: 2.5229 -2.5098 -1.0728
H: 1.9960 -1.0458 -2.0970
H: -1.1169 -0.8767 -0.7620

***

This record from the Open Molecules 2025 dataset describes a molecular structure, C7H16F7N3O13S5Sn in a non-equilibrium geometry. The level of theory is ωB97M-V/def2-TZVPD.

Molar mass ... 762.2 g/mol
Max |F| ... 0.2175 Eh/bohr
Multiplicity ... 2
Expectation value of S² ... 0.762
Charge ... +1
LUMO energy (spin up / spin down) ... -6.69 / -9.89 eV
HOMO (spin up / spin down) ... -0.46005 / -0.45842 Ha

Atoms and positions in Å:
Sn: -1.4128 -0.0008 0.4331
N: -3.5667 0.3781 2.2692
S: -3.5277 0.3641 3.7803
O: -4.0914 -0.7753 4.5226
O: -3.4802 1.5785 4.4747
F: -1.9487 0.1416 3.8822
S: -5.2166 0.7760 2.3680
O: -5.4438 2.1944 2.5537
O: -6.2181 -0.1654 2.9801
F: -5.5476 0.5547 0.8389
N: -2.6093 1.3211 -1.9222
S: -3.4899 2.8302 -1.8173
O: -4.7438 2.7579 -1.0137
O: -3.3681 3.8172 -2.8998
F: -2.3886 3.4316 -0.7865
S: -3.0275 1.0549 -3.3654
O: -2.1296 1.6020 -4.3945
O: -4.4308 0.8818 -3.5526
F: -2.5392 -0.4901 -3.3764
C: 3.8065 -5.9091 0.5164
O: 3.1185 -4.7146 0.7862
C: 2.1514 -4.3700 -0.2700
C: 2.8467 -3.4271 -1.2790
N: 3.2247 -2.0865 -0.4839
H: 2.4238 -1.9061 0.1044
H: 3.9557 -2.3121 0.1756
C: 3.4876 -0.7902 -1.2717
C: 2.3231 -0.4935 -2.2095
O: 1.1879 0.0463 -1.5836
C: 1.1216 1.4698 -1.5231
H: 4.4779 -6.1328 1.3454
H: 4.4787 -5.8300 -0.3380
H: 3.1129 -6.7428 0.4065
H: 1.3487 -3.8485 0.2513
H: 1.8339 -5.3418 -0.6480
H: 2.0715 -3.3363 -2.0398
H: 3.8142 -3.7329 -1.6773
H: 4.4239 -0.8550 -1.8260
H: 3.5706 -0.0585 -0.4680
H: 1.9904 -1.4335 -2.6498
H: 2.6634 0.0485 -3.0918
H: 1.9693 1.7436 -0.8949
H: 0.1951 1.8975 -1.1399
H: 1.3408 1.9855 -2.4580
C: 0.5389 4.4596 3.0255
F: 1.1747 5.6255 2.9515
F: 1.2513 3.4851 3.6036
F: -0.5321 4.7067 3.8365
S: -0.0080 3.9780 1.2794
O: -1.0699 4.8925 0.8877
O: 1.2070 4.2153 0.4660
O: -0.3206 2.5154 1.2415

***

This record from the Open Molecules 2025 dataset describes a molecular structure, C7H16IO5W. The level of theory is ωB97M-V/def2-TZVPD.

Molar mass ... 490.9 g/mol
Max |F| ... 0.0113 Eh/bohr
Charge ... +3
LUMO energy ... -14.06 eV
HOMO ... -0.81277 Ha
Relative energy (zero: lowest compared OMol25 entry of this formula, charge and spin) ... 0.0000 eV

Atoms and positions in Å:
W: 0.6773 0.0336 0.0345
C: 1.2762 0.3297 -3.0044
O: 0.6371 -0.5152 -1.9319
C: 0.7375 -1.9791 -2.1724
C: -0.3141 -2.6033 -1.2913
O: -0.2713 -1.8612 -0.0089
C: -0.3065 -2.6154 1.2580
C: -0.6010 -1.5534 2.2769
O: 0.3183 -0.3998 1.9742
C: 1.3767 -0.1241 3.0381
H: 0.8038 0.0459 -3.9410
H: 2.3449 0.1248 -2.9890
H: 1.0551 1.3661 -2.7602
H: 1.7572 -2.2779 -1.9310
H: 0.5241 -2.1512 -3.2268
H: -0.0959 -3.6538 -1.1012
H: -1.3252 -2.4882 -1.6767
H: 0.6592 -3.1056 1.3863
H: -1.1133 -3.3478 1.2155
H: -0.4139 -1.8687 3.3012
H: -1.6068 -1.1483 2.1798
H: 0.8392 -0.0729 3.9806
H: 1.8247 0.8310 2.7823
H: 2.0926 -0.9420 2.9937
I: -1.5102 1.5637 -0.5487
C: 0.2393 2.0740 0.5044
H: 0.0285 2.3176 1.5436
H: 0.8554 2.8307 0.0193
O: 2.4069 0.5926 0.1326
O: 2.3634 -0.8548 0.0668

***

This record from the Open Molecules 2025 dataset describes 3 unconnected molecules or ions with the total composition C7H16IO8S2 in a non-equilibrium geometry. The level of theory is ωB97M-V/def2-TZVPD.

Molar mass ... 419.2 g/mol
Max |F| ... 0.1195 Eh/bohr
Charge ... -1
LUMO energy ... 2.19 eV
HOMO ... -0.17519 Ha

Atoms and positions in Å:
O: 2.1646 1.5272 5.0360
C: 1.2971 0.8310 5.5566
O: 0.1186 0.6838 5.0445
I: 1.8089 -0.1946 7.4407
O: -1.2328 -4.0967 1.4424
S: -1.5324 -3.0387 0.5219
O: -0.6164 -2.6631 -0.5208
O: -1.9526 -1.7359 1.3441
C: -1.0584 -1.2492 2.3704
C: 0.1004 -0.4771 1.7747
C: -3.1122 -3.3502 -0.2089
H: -0.7064 -2.0691 2.9995
H: -1.6420 -0.5836 3.0067
H: 0.7624 -1.1381 1.2095
H: 0.6875 0.0003 2.5616
H: -0.2582 0.2878 1.0848
H: -3.8250 -3.5807 0.5801
H: -3.0072 -4.2008 -0.8812
H: -3.4214 -2.4686 -0.7677
O: -1.0265 1.8211 -3.1032
S: 0.0510 1.2482 -2.3446
O: 0.2240 1.5348 -0.9539
O: 1.4381 1.5420 -3.1090
C: 1.7482 2.8944 -3.4539
C: 2.2635 3.6733 -2.2580
C: 0.0413 -0.5035 -2.5700
H: 0.8821 3.3870 -3.9034
H: 2.5268 2.8515 -4.2178
H: 1.4769 3.8187 -1.5160
H: 2.6240 4.6566 -2.5667
H: 3.0755 3.1346 -1.7665
H: -0.0305 -0.7177 -3.6350
H: -0.8235 -0.9055 -2.0471
H: 0.9547 -0.9191 -2.1496

***

This record from the Open Molecules 2025 dataset describes a gas-phase ion, C7H16N (charge +1) in a non-equilibrium geometry. The level of theory is ωB97M-V/def2-TZVPD.

Molar mass ... 114.2 g/mol
Max |F| ... 0.0228 Eh/bohr
Charge ... +1
LUMO energy ... -3.47 eV
SMILES ... C/C=C(/C)C[C@@H](C)[NH3+]
HOMO ... -0.46382 Ha
Relative energy (zero: lowest compared OMol25 entry of this formula, charge and spin) ... 0.7610 eV

Atoms and positions in Å:
C: 0.6715 2.4246 -0.3446
C: -0.2964 1.6711 -1.2461
C: -0.4188 0.3521 -1.2856
C: -1.3790 -0.3571 -2.2003
C: 0.4608 -0.5440 -0.3944
C: -0.0184 -0.6069 1.0507
C: -0.5365 -1.9922 1.4521
N: 1.1305 -0.2615 1.9679
H: 0.6798 2.1172 0.7027
H: 0.4140 3.4789 -0.3719
H: 1.6524 2.3829 -0.8246
H: -0.8699 2.3228 -1.8947
H: -1.1530 -0.1690 -3.2520
H: -1.3565 -1.4534 -2.1619
H: -2.4220 -0.0864 -2.0548
H: 1.5044 -0.2314 -0.4659
H: 0.4460 -1.5106 -0.8712
H: -0.8335 0.0953 1.2146
H: 0.2756 -2.7194 1.3814
H: -1.2084 -2.2704 0.6358
H: -1.0722 -2.0267 2.3945
H: 1.8287 -0.9997 1.9639
H: 1.6515 0.5598 1.6625
H: 0.8495 -0.1762 2.9419

***

This record from the Open Molecules 2025 dataset describes 2 unconnected molecules or ions with the total composition C7H16N in a non-equilibrium geometry. The level of theory is ωB97M-V/def2-TZVPD.

Molar mass ... 114.2 g/mol
Max |F| ... 0.0945 Eh/bohr
Charge ... +1
LUMO energy ... -6.20 eV
HOMO ... -0.47283 Ha
Relative energy (zero: lowest compared OMol25 entry of this formula, charge and spin) ... 3.1339 eV

Atoms and positions in Å:
C: 3.0052 -0.6960 1.4019
C: 2.0385 -1.2022 0.3094
C: 1.0492 -0.0175 0.0476
C: -0.8044 0.9507 -1.1061
C: 0.0614 -0.1508 -0.9149
C: -0.1254 -1.3452 -1.6871
C: -1.7284 0.9855 -2.2503
N: -2.8210 1.5486 2.8936
H: 4.0086 -1.2841 1.2542
H: 3.2942 0.3496 1.3016
H: 1.4440 -2.0793 0.4501
H: 2.6942 -1.5009 -0.4751
H: 1.0276 0.8693 0.6719
H: -3.8080 1.7608 3.0999
H: -0.5989 1.8706 -0.6206
H: 0.7762 -1.5240 -2.3678
H: -0.9597 -1.4077 -2.4140
H: -0.1477 -2.3348 -1.0543
H: -1.3554 0.5958 -3.2525
H: -2.5121 0.2152 -2.0368
H: -2.4576 1.8910 -2.2670
H: -2.4915 1.0254 3.6397
H: -2.2144 2.4114 2.8989
H: 2.6254 -0.9313 2.4777

***

This record from the Open Molecules 2025 dataset describes 2 unconnected molecules or ions with the total composition C7H16N in a non-equilibrium geometry. The level of theory is ωB97M-V/def2-TZVPD.

Molar mass ... 114.2 g/mol
Max |F| ... 0.0539 Eh/bohr
Charge ... +1
LUMO energy ... -3.80 eV
HOMO ... -0.43933 Ha
Relative energy (zero: lowest compared OMol25 entry of this formula, charge and spin) ... 2.3671 eV

Atoms and positions in Å:
C: 1.6506 1.5731 -1.1227
C: 0.8841 1.4015 0.1722
C: 1.0944 2.0965 1.2762
C: 0.5846 1.8067 2.6672
H: 2.4371 2.3222 -0.9230
H: 2.0774 0.6441 -1.4742
H: 1.0106 1.9557 -1.9353
H: 0.1626 0.5617 0.1809
H: 1.7574 2.9960 1.2434
H: -0.0132 0.7896 2.6938
H: 1.4119 1.8754 3.3708
H: -0.2012 2.5760 2.9519
C: -1.5338 -1.2518 0.4993
C: -1.0530 -1.5568 -0.8958
C: -0.8221 -0.7075 -1.8964
N: -0.7793 -2.9655 -1.1752
H: -2.0762 -0.3031 0.6165
H: -2.2723 -2.0776 0.7232
H: -0.6901 -1.3287 1.2427
H: -0.7636 -0.9993 -2.9156
H: -0.7072 0.3835 -1.6634
H: -1.6564 -3.4367 -1.4222
H: -0.3901 -3.3662 -0.2866
H: -0.1124 -2.9889 -1.9278

***

This record from the Open Molecules 2025 dataset describes 2 unconnected molecules or ions with the total composition C7H16N2. The level of theory is ωB97M-V/def2-TZVPD.

Molar mass ... 128.2 g/mol
Max |F| ... 0.0112 Eh/bohr
Charge ... 0
LUMO energy ... 0.88 eV
SMILES ... [H]/N=C(/N)C(=C)C.CCC
HOMO ... -0.33261 Ha
Relative energy (zero: lowest compared OMol25 entry of this formula, charge and spin) ... 0.8914 eV

Atoms and positions in Å:
H: 1.0839 0.5927 -1.6835
N: 1.4680 -0.2312 -1.2342
C: 1.7312 -0.0755 0.0018
N: 2.1941 -1.1514 0.6976
C: 1.5349 1.1783 0.7848
C: 0.5272 1.9937 0.5000
C: 2.5180 1.4765 1.8794
H: 2.4381 -1.9567 0.1470
H: 2.6636 -1.0219 1.5741
H: -0.1911 1.7618 -0.2683
H: 0.3701 2.9137 1.0381
H: 2.4336 2.5158 2.1883
H: 2.3220 0.8516 2.7519
H: 3.5385 1.2934 1.5445
C: -2.5010 0.0475 -1.6958
C: -2.7070 -1.3125 -1.0415
C: -1.6300 -1.5992 -0.0026
H: -2.5618 0.8396 -0.9514
H: -3.2585 0.2322 -2.4547
H: -1.5216 0.0881 -2.1677
H: -3.6920 -1.3446 -0.5689
H: -2.6821 -2.0883 -1.8098
H: -0.6453 -1.5687 -0.4630
H: -1.6571 -0.8542 0.7907
H: -1.7758 -2.5806 0.4431